[1]
Density functional theory data (ωB97M-V/def2-TZVPD) for C22H14Cl5N2O2Pt as an isolated structure.

Summary:
LUMO in Ha: -0.165
Total charge: +1

CARTESIAN COORDINATES (ANGSTROEM)
Pt1 0.547 0.529 -0.323
O1 0.703 0.665 1.650
C1 -0.159 0.704 2.670
C2 0.309 0.201 3.890
C3 -0.478 0.241 5.021
C4 -1.762 0.781 4.979
C5 -2.227 1.291 3.785
C6 -1.444 1.257 2.630
C7 -1.998 1.829 1.371
N1 -1.403 0.827 -0.924
C8 -1.662 0.923 -2.360
C9 -0.560 0.165 -3.095
N2 0.688 0.167 -2.304
C10 1.757 -0.314 -2.846
C11 3.022 -0.508 -2.225
C12 4.045 -1.074 -3.018
C13 5.300 -1.281 -2.515
C14 5.568 -0.911 -1.190
C15 4.595 -0.353 -0.394
C16 3.304 -0.145 -0.890
O2 2.444 0.434 -0.056
H1 1.310 -0.210 3.915
H2 -0.089 -0.153 5.952
H3 -2.378 0.811 5.866
H4 -3.214 1.738 3.734
H5 -2.958 2.284 1.579
H6 -1.668 1.982 -2.609
H7 -2.644 0.498 -2.569
H8 -0.383 0.637 -4.061
H9 -0.856 -0.872 -3.267
H10 1.693 -0.596 -3.896
H11 3.817 -1.345 -4.042
H12 6.074 -1.718 -3.129
H13 6.558 -1.068 -0.782
H14 4.796 -0.062 0.628
Cl1 -1.036 3.197 0.703
C17 -2.238 0.745 0.311
C18 -1.257 -0.306 -0.122
C19 -1.583 -1.699 -0.349
Cl2 -0.303 -2.801 -0.589
C20 -2.886 -2.039 -0.353
Cl3 -3.356 -3.653 -0.619
C21 -3.922 -1.011 -0.178
Cl4 -5.545 -1.502 -0.369
C22 -3.632 0.277 0.119
Cl5 -4.886 1.438 0.274

[2]
Density functional theory data (ωB97M-V/def2-TZVPD) for C22H14F3N5O4STi as an isolated structure.

Summary:
LUMO in Ha: -0.283
Total charge: +2

CARTESIAN COORDINATES (ANGSTROEM)
Ti1 1.158 0.894 -0.071
O1 -1.723 -5.772 -0.274
C1 -1.668 -4.600 -0.213
O2 -2.495 -3.563 -0.105
C2 -0.935 -3.330 -0.179
C3 -0.541 -2.633 -1.399
C4 0.088 -1.454 -1.325
N1 0.448 -0.860 -0.112
C5 0.237 -1.600 1.056
C6 -0.392 -2.782 1.061
C7 0.724 -0.902 2.253
C8 0.741 -1.410 3.542
C9 1.209 -0.604 4.566
C10 1.633 0.691 4.288
C11 1.579 1.137 2.986
N2 1.136 0.349 1.993
C12 0.391 -0.598 -2.478
C13 0.345 -0.984 -3.808
C14 0.608 -0.035 -4.781
C15 0.906 1.273 -4.410
C16 0.961 1.583 -3.070
N3 0.718 0.657 -2.125
H1 -0.821 -3.056 -2.354
H2 -0.553 -3.325 1.981
H3 0.412 -2.419 3.740
H4 1.245 -0.982 5.579
H5 2.003 1.343 5.065
H6 1.888 2.140 2.718
H7 0.118 -2.005 -4.076
H8 0.583 -0.311 -5.827
H9 1.106 2.036 -5.148
H10 1.199 2.581 -2.725
F1 2.181 2.865 -0.267
C17 3.618 2.833 -0.170
F2 4.059 3.611 -1.115
F3 3.888 3.326 1.017
C18 4.032 1.342 -0.315
O3 5.168 1.046 -0.464
O4 2.994 0.525 -0.223
S1 -0.658 2.513 0.339
C19 -2.140 1.610 0.341
N4 -3.232 2.288 0.789
C20 -4.458 1.731 0.843
C21 -4.608 0.431 0.450
C22 -3.458 -0.225 0.010
N5 -2.261 0.354 -0.052
H11 -3.107 3.250 1.086
H12 -5.258 2.362 1.205
H13 -5.569 -0.059 0.481
H14 -3.502 -1.263 -0.304

[3]
Density functional theory data (ωB97M-V/def2-TZVPD) for C22H14I2N2O2RuS as an isolated structure in a non-equilibrium geometry.

Summary:
LUMO (spin up / spin down) in Ha: -0.181 / -0.194
Total charge: +1
Spin multiplicity: 2

CARTESIAN COORDINATES (ANGSTROEM)
Ru1 -0.971 1.009 0.372
S1 3.011 2.705 -0.628
C1 3.312 1.036 -0.258
C2 4.549 0.403 -0.192
C3 4.569 -0.946 0.091
C4 3.375 -1.646 0.283
C5 2.150 -1.016 0.212
C6 2.112 0.353 -0.045
N1 0.990 1.185 -0.172
C7 1.335 2.429 -0.459
C8 0.293 3.419 -0.594
C9 0.538 4.748 -0.932
C10 -0.522 5.629 -1.003
C11 -1.809 5.173 -0.734
C12 -2.042 3.849 -0.391
C13 -0.997 2.926 -0.315
H1 5.463 0.955 -0.361
H2 5.515 -1.467 0.156
H3 3.408 -2.708 0.488
H4 1.246 -1.584 0.351
H5 1.546 5.093 -1.136
H6 -0.354 6.665 -1.264
H7 -2.642 5.862 -0.792
H8 -3.064 3.546 -0.203
I1 -3.689 0.759 0.395
C14 -2.824 1.076 2.296
I2 -0.701 1.868 2.829
H9 -2.760 0.140 2.833
H10 -3.320 1.892 2.803
O1 -0.910 -2.300 2.758
C15 -0.983 -2.253 1.560
N2 -1.004 -1.083 0.791
C16 -1.160 -1.389 -0.497
O2 -1.220 -0.407 -1.292
C17 -1.224 -2.849 -0.704
C18 -1.350 -3.639 -1.826
C19 -1.347 -5.020 -1.630
C20 -1.221 -5.565 -0.358
C21 -1.094 -4.753 0.771
C22 -1.098 -3.392 0.573
H11 -1.446 -3.210 -2.814
H12 -1.443 -5.680 -2.481
H13 -1.220 -6.640 -0.243
H14 -0.997 -5.173 1.763

[4]
Density functional theory data (ωB97M-V/def2-TZVPD) for C22H15Cl4N3O3OsSe2 as an isolated structure in a non-equilibrium geometry.

Summary:
LUMO (spin up / spin down) in Ha: -0.318 / -0.321
Total charge: +2

CARTESIAN COORDINATES (ANGSTROEM)
Os1 0.108 0.403 0.089
Se1 -1.207 3.405 -1.297
Se2 -1.964 3.274 0.865
C1 -0.278 2.990 1.708
C2 0.012 3.645 2.894
C3 1.280 3.532 3.435
C4 2.251 2.848 2.719
C5 1.892 2.199 1.561
N1 0.622 2.176 1.091
C6 -2.033 1.739 -1.722
C7 -2.708 1.556 -2.913
C8 -3.235 0.295 -3.162
C9 -3.112 -0.693 -2.192
C10 -2.445 -0.401 -1.013
N2 -1.875 0.789 -0.791
H1 -0.756 4.238 3.372
H2 1.520 4.013 4.373
H3 3.276 2.815 3.059
H4 2.625 1.678 0.960
H5 -2.835 2.381 -3.598
H6 -3.749 0.094 -4.092
H7 -3.542 -1.673 -2.342
H8 -2.360 -1.128 -0.216
Cl1 1.628 -0.745 -6.388
C11 1.078 -0.917 -4.792
C12 0.647 -2.198 -4.321
Cl2 0.666 -3.532 -5.373
C13 0.213 -2.368 -3.017
Cl3 -0.319 -3.887 -2.448
C14 0.225 -1.272 -2.136
O1 -0.156 -1.333 -0.907
C15 0.677 0.021 -2.610
O2 0.675 0.980 -1.748
C16 1.064 0.180 -3.949
Cl4 1.512 1.737 -4.490
O3 2.172 -0.725 0.921
C17 1.799 -1.574 2.013
C18 0.524 -1.126 2.664
C19 0.257 -1.545 3.959
C20 -0.950 -1.219 4.550
C21 -1.869 -0.471 3.822
C22 -1.530 -0.075 2.549
N3 -0.353 -0.391 1.969
H9 2.804 -1.205 0.371
H10 2.599 -1.591 2.755
H11 1.630 -2.599 1.666
H12 0.992 -2.133 4.491
H13 -1.172 -1.554 5.554
H14 -2.827 -0.195 4.237
H15 -2.220 0.501 1.945

[5]
Density functional theory data (ωB97M-V/def2-TZVPD) for C22H15Cl5F3N3NiO6S as an isolated structure.

Summary:
LUMO (spin up / spin down) in Ha: 0.152 / 0.152
Total charge: -2

CARTESIAN COORDINATES (ANGSTROEM)
Ni1 0.465 -0.313 -1.048
Cl1 1.939 -0.964 1.585
C1 2.997 -0.805 0.214
C2 2.405 -0.570 -1.029
C3 3.279 -0.510 -2.101
Cl2 2.624 -0.260 -3.689
C4 4.663 -0.637 -1.959
Cl3 5.716 -0.545 -3.333
C5 5.210 -0.850 -0.696
Cl4 6.924 -1.016 -0.499
C6 4.367 -0.941 0.410
Cl5 5.037 -1.227 1.981
C7 -2.799 3.877 4.188
C8 -1.767 3.598 3.126
C9 -0.976 2.453 3.180
C10 -0.034 2.187 2.198
C11 0.134 3.072 1.142
C12 -0.647 4.217 1.072
C13 -1.587 4.476 2.061
S1 1.255 2.630 -0.183
O1 2.375 1.988 0.461
O2 1.503 3.879 -0.874
N1 0.451 1.592 -1.033
C14 -0.618 2.090 -1.929
C15 -0.879 1.138 -3.103
O3 -1.471 1.585 -4.099
O4 -0.471 -0.046 -2.926
H1 -2.859 3.052 4.899
H2 -3.791 4.012 3.752
H3 -2.562 4.785 4.751
H4 -1.114 1.746 3.992
H5 0.567 1.286 2.230
H6 -0.508 4.896 0.240
H7 -2.201 5.370 1.995
H8 -0.377 3.074 -2.325
H9 -1.565 2.166 -1.375
N2 -1.074 -6.183 -1.965
C16 -0.686 -4.865 -1.713
C17 -1.537 -3.801 -1.993
C18 -1.114 -2.512 -1.754
N3 0.092 -2.238 -1.251
C19 0.920 -3.249 -1.001
C20 0.582 -4.569 -1.213
H10 -2.072 -6.320 -1.958
H11 -0.601 -6.868 -1.397
H12 -2.529 -3.966 -2.394
H13 -1.742 -1.655 -1.962
H14 1.889 -2.981 -0.606
H15 1.295 -5.352 -0.988
F1 -3.548 -2.173 1.860
C21 -2.863 -1.000 1.831
F2 -3.666 -0.080 2.421
F3 -1.807 -1.163 2.649
C22 -2.493 -0.588 0.365
O5 -3.454 -0.561 -0.407
O6 -1.274 -0.362 0.200

E in eV, matching the order above: -95966.398 -80772.694 -59728.565 -216904.528 -162459.701
Molar mass in Da, matching the order above: 710.71 549.31 725.31 859.34 742.40